Record 1
# C6H6N2

An isolated molecule of C6H6N2 (ωB97M-V with the def2-TZVPD basis set, OMol25).

```
14
Properties=species:S:1:pos:R:3
C -0.09138 -1.11763 1.91360
C 0.08885 -2.20995 1.32833
C -0.55476 -0.15934 -0.24736
C 1.67386 -0.00296 -1.34854
C -0.70792 0.06887 1.32145
C -0.39472 -2.50417 0.07291
N -0.72442 -1.50546 -0.71303
N 0.73750 0.51491 -0.69692
H -1.27975 0.50987 -0.60684
H 2.44777 0.74969 -1.55569
H -1.85450 0.02280 1.63813
H -0.30233 1.03607 1.65584
H -0.75510 -3.42897 -0.37112
H 0.69735 1.58114 -0.39056
```

Properties
Orbital gap in hartree: 0.276
LUMO in eV: -0.5
Molecular weight in g mol⁻¹: 106.13
ΔE to the lowest compared entry with this formula, charge and spin in kJ/mol: 646.5

Löwdin population analysis, charges in e, atoms 1 to 8: atom 1 (C): 0.02, atom 2 (C): 0.01, atom 3 (C): -0.34, atom 4 (C): -0.04, atom 5 (C): -0.14, atom 6 (C): -0.17, atom 7 (N): 0.10, atom 8 (N): -0.11

***

Record 2
# C7H14O

A 2-piece molecular cluster, C7H14O overall (ωB97M-V with the def2-TZVPD basis set, OMol25).

```
22
Properties=species:S:1:pos:R:3
C -0.34695 0.95805 2.53863
C 0.36239 0.61404 1.25128
C 1.13335 1.56294 0.63389
C -1.20722 -1.03682 0.32925
C 0.03290 -0.62461 0.43244
C 1.07099 -1.16475 -0.49596
C -1.63131 -2.07515 -0.58628
H -1.01194 0.16413 2.69677
H 0.40406 1.07744 3.40288
H -0.66164 2.13508 2.49074
H 1.41929 1.40031 -0.31208
H 1.56335 2.44334 1.18336
H -1.99483 -0.56086 0.96581
H 1.54779 -2.20372 -0.34603
H 0.79771 -1.51441 -1.56181
H 1.84653 -0.43334 -0.62244
H -1.18907 -3.09876 -0.41264
H -2.81877 -2.19963 -0.52891
H -1.52821 -1.99861 -1.69342
H 1.30588 1.89201 -2.83959
H 0.03430 1.89983 -2.32603
O 0.47507 1.44938 -3.08952
```

Properties
Orbital gap in hartree: 0.335
LUMO in eV: 0.7
Molecular weight in g mol⁻¹: 114.19
Structure (SMILES): C=C(C)/C(C)=C/C.O
ΔE to the lowest compared entry with this formula, charge and spin in kJ/mol: 319.5

Löwdin population analysis, charges in e, atoms 1 to 8: atom 1 (C): -0.07, atom 2 (C): -0.30, atom 3 (C): 0.03, atom 4 (C): -0.17, atom 5 (C): -0.27, atom 6 (C): -0.07, atom 7 (C): -0.14, atom 8 (H): 0.03

***

Record 3
# C32H39AsN3O7Ti

C32H39AsN3O7Ti as an isolated structure (ωB97M-V with the def2-TZVPD basis set, OMol25).

```
83
Properties=species:S:1:pos:R:3
Ti -0.06607 0.05436 -0.29591
O 3.59355 -1.15091 1.31382
C 2.58027 -0.64296 0.64768
O 1.45772 -0.90789 0.94821
C 2.90688 0.28602 -0.49943
O 1.86982 1.24620 -0.55554
C 1.96598 2.28211 0.44563
C 0.59896 2.57005 1.09594
O 0.42953 3.68453 1.55316
O -0.19861 1.56245 1.13909
H 3.22736 -1.74825 1.98860
H 3.88937 0.74218 -0.36446
H 2.86027 -0.28188 -1.42483
H 2.63409 1.95449 1.24950
H 2.36303 3.18368 -0.01064
C -2.62137 -3.05050 1.36569
C -1.67790 -2.21385 0.56071
N -1.38125 -0.91682 0.87595
O -1.97489 -0.46507 2.08497
C -1.05865 -2.60456 -0.60421
C -1.02476 -3.95946 -1.23861
N -0.56266 -1.47654 -1.19982
O 0.67828 -1.18305 -1.71686
H -2.64999 -2.71642 2.40103
H -2.31361 -4.09804 1.34154
H -3.64126 -2.99662 0.97013
H -1.64758 0.44807 2.12801
H -0.63768 -4.72217 -0.55617
H -0.36956 -3.92811 -2.10981
H -2.01192 -4.29115 -1.58077
C -3.80518 8.02022 -0.79102
C -3.05027 6.74705 -1.07031
C -1.91512 6.73851 -1.86368
C -1.21785 5.56300 -2.13501
C 0.02107 5.67634 -2.99319
C -1.68110 4.33789 -1.62192
As -0.52484 2.77873 -2.05563
N -1.24144 1.17867 -1.55445
C -2.28102 0.52535 -2.23556
C -2.21953 0.21340 -3.59875
C -3.24509 -0.47933 -4.22644
C -4.35323 -0.91204 -3.51164
C -4.40327 -0.65879 -2.14551
C -3.38722 0.04433 -1.51881
C -0.68090 2.80787 -4.03046
C -1.81113 3.17240 -4.77392
C -3.17113 3.40757 -4.16566
C -1.71020 3.25399 -6.16412
C -0.53995 2.95098 -6.83906
C -0.46031 3.03075 -8.34094
C 0.55145 2.52167 -6.09158
C 0.49339 2.43871 -4.70696
C 1.68615 1.89377 -3.95721
C -2.78470 4.34737 -0.76129
C -3.29296 3.10355 -0.08647
C -3.45405 5.54160 -0.51400
H -3.31262 8.87792 -1.25110
H -3.87771 8.20821 0.28267
H -4.82411 7.96873 -1.18209
H -1.54840 7.67310 -2.27981
H 0.33360 6.71961 -3.06076
H -0.14761 5.30568 -4.00622
H 0.84901 5.09944 -2.57478
H -1.33853 0.48738 -4.16419
H -3.16236 -0.69864 -5.28586
H -5.14897 -1.46009 -4.00218
H -5.23929 -1.02100 -1.55639
H -3.40828 0.19278 -0.44808
H -3.33749 2.75612 -3.31001
H -3.94334 3.18891 -4.90607
H -3.29845 4.43874 -3.83048
H -2.59155 3.53658 -6.73361
H -1.36885 3.46456 -8.75964
H -0.32848 2.03910 -8.78039
H 0.38589 3.64330 -8.65972
H 1.46731 2.23248 -6.60012
H 2.45649 1.56862 -4.65818
H 1.39532 1.03638 -3.34266
H 2.11552 2.63961 -3.28439
H -2.48189 2.41793 0.15431
H -3.98922 2.56717 -0.73644
H -3.82243 3.36415 0.83102
H -4.31375 5.52354 0.15075
```

Properties
Orbital gap (alpha / beta) in hartree: 0.182 / 0.181
LUMO (alpha / beta) in eV: 2.1 / 2.1
Molecular weight in g mol⁻¹: 700.47
Charge: -1
ΔE to the lowest compared entry with this formula, charge and spin in kJ/mol: 32.3

Löwdin population analysis, charges in e, atoms 1 to 8: atom 1 (Ti): 0.95, atom 2 (O): 0.16, atom 3 (C): -0.49, atom 4 (O): 0.10, atom 5 (C): -0.09, atom 6 (O): -0.24, atom 7 (C): -0.09, atom 8 (C): -0.66